# C3H6N4O

A single C3H6N4O molecule at a distorted geometry (the ωB97M-V functional and the def2-TZVPD basis, OMol25).

lowest unoccupied orbital energy: 0.7 eV
molecular weight: 114.11 Da
charge: 0
strongest force on any atom: 3.16 eV/A
gap between HOMO and LUMO: 10.28 eV

XYZ file:
```
14
C3H6N4O the ωB97M-V functional and the def2-TZVPD basis
H 0.37424 1.51395 -2.21815
N 0.33435 0.59088 -1.91914
C 0.07584 0.39812 -0.69004
C -0.18580 1.47780 0.34893
N -0.80489 0.58680 1.35142
C -0.39065 -0.77249 1.23658
O -0.51072 -1.66742 2.01539
N 0.14762 -0.82643 -0.06974
N 0.50783 -2.04148 -0.59762
H -0.81522 2.31932 -0.02394
H 0.88962 1.83523 0.73641
H -0.98292 0.88011 2.25087
H 1.45182 -2.04538 -0.97509
H -0.09113 -2.24901 -1.44589
```

Charge distribution, Mulliken scheme, values in e: atom 1 (H): 0.223, atom 2 (N): -0.737, atom 3 (C): 0.551, atom 4 (C): -0.294, atom 5 (N): -0.219, atom 6 (C): 0.273, atom 7 (O): -0.541, atom 8 (N): 0.378, atom 9 (N): -0.906, atom 10 (H): 0.337, atom 11 (H): 0.199, atom 12 (H): 0.206, atom 13 (H): 0.263, atom 14 (H): 0.267

---

# C2H3NO2S

A single C2H3NO2S molecule at a distorted geometry (the ωB97M-V functional and the def2-TZVPD basis, OMol25).

lowest unoccupied orbital energy: 0.5 eV
molecular weight: 105.12 Da
charge: 0
strongest force on any atom: 5.40 eV/A
gap between HOMO and LUMO: 10.05 eV

XYZ file:
```
9
C2H3NO2S the ωB97M-V functional and the def2-TZVPD basis
O 0.59425 -1.08069 -2.13394
C 0.78070 0.04814 -1.65108
O 0.25510 0.32383 -0.39046
C -0.39507 -0.64246 0.43150
N -0.82940 -0.58080 1.56995
S -1.16557 0.91487 2.49389
H 1.52387 0.85666 -2.02106
H -0.16572 -1.64264 -0.03216
H -0.59816 1.80308 1.73338
```

Charge distribution, Mulliken scheme, values in e: atom 1 (O): -0.491, atom 2 (C): 0.282, atom 3 (O): -0.291, atom 4 (C): 0.152, atom 5 (N): -0.312, atom 6 (S): -0.089, atom 7 (H): 0.296, atom 8 (H): 0.325, atom 9 (H): 0.126

---

# C41H50ClN10O

9 unconnected molecules or ions with the total composition C41H50ClN10O at a distorted geometry (the ωB97M-V functional and the def2-TZVPD basis, OMol25).

lowest unoccupied orbital energy: -5.6 eV
molecular weight: 734.37 Da
charge: +1
strongest force on any atom: 5.80 eV/A
gap between HOMO and LUMO: 3.33 eV

XYZ file:
```
103
C41H50ClN10O the ωB97M-V functional and the def2-TZVPD basis
N -3.11299 0.46300 4.10439
C -3.01973 -0.73778 4.13175
O -2.88067 -2.14303 4.07120
C -2.50954 -2.70306 5.32985
N -2.82963 -2.15819 6.62121
C -2.45500 -2.79554 7.88435
C -1.68071 -4.15138 7.92484
C -1.25983 -4.81543 6.56733
C -1.70013 -4.05134 5.26699
C -1.29971 -4.71050 3.84819
C -0.16463 -3.77081 3.14281
C 1.21269 -3.74394 3.97724
Cl 1.26447 -2.40294 5.25462
H -3.35155 -1.27349 6.71023
H -2.75760 -2.33676 8.88469
H -1.39930 -4.68747 8.90237
H -0.69831 -5.81316 6.48527
H -2.27108 -4.75298 3.22212
H -0.94712 -5.79093 3.96301
H 0.08749 -4.30024 2.14304
H -0.54893 -2.70697 2.94716
H 2.05123 -3.48147 3.22330
H 1.50459 -4.77828 4.40765
N -2.06044 -0.95425 1.06255
C -1.76708 -2.04349 0.28307
C -1.25897 -1.58657 -0.90788
C -1.23937 -0.17062 -0.84331
C -1.73667 0.19116 0.38432
H -2.45187 -0.99028 1.98903
H -1.94656 -3.04602 0.64237
H -0.93571 -2.20270 -1.73423
H -0.89827 0.50878 -1.61058
H -1.88899 1.16163 0.83247
N 0.21425 -2.58410 -4.54039
C 1.26629 -3.38477 -4.89860
C 2.42206 -2.65815 -4.74773
C 2.05426 -1.37354 -4.27558
C 0.68654 -1.35791 -4.15445
H -0.75584 -2.85517 -4.55757
H 1.10180 -4.39879 -5.23053
H 3.42178 -3.01253 -4.95352
H 2.71725 -0.55098 -4.04897
H 0.01005 -0.58183 -3.82925
N -5.99181 0.13276 3.27595
C -6.59103 1.03224 4.11791
C -7.94424 0.99667 3.88217
C -8.17079 0.03649 2.86475
C -6.94898 -0.48226 2.51193
H -5.00225 -0.04852 3.22693
H -6.00427 1.61935 4.80880
H -8.68880 1.59488 4.38699
H -9.12259 -0.24432 2.43826
H -6.67821 -1.23285 1.78438
N 4.77083 1.06234 -2.42404
C 5.78694 1.80572 -2.96489
C 5.57548 3.12083 -2.62860
C 4.39186 3.17292 -1.85130
C 3.91847 1.88760 -1.73918
H 4.66700 0.06432 -2.51515
H 6.56924 1.33609 -3.54196
H 6.20400 3.95336 -2.90994
H 3.93659 4.05311 -1.42105
H 3.05070 1.49044 -1.23388
N 2.89778 3.55959 -4.89983
C 1.80618 4.37042 -4.74161
C 1.50346 4.91837 -5.96489
C 2.44398 4.41481 -6.89652
C 3.29016 3.57672 -6.21121
H 3.34333 3.03133 -4.16423
H 1.34093 4.48872 -3.77448
H 0.69395 5.60460 -6.16644
H 2.49623 4.63976 -7.95177
H 4.13623 2.99369 -6.54284
N 6.10464 -4.94402 -5.28947
C 6.39790 -6.03110 -6.06923
C 6.90653 -5.57335 -7.26021
C 6.92643 -4.15811 -7.19482
C 6.42876 -3.79813 -5.96655
H 5.71269 -4.98133 -4.36256
H 6.21839 -7.03350 -5.71080
H 7.22974 -6.18911 -8.08659
H 7.26778 -3.47806 -7.96141
H 6.27640 -2.82821 -5.51724
N 7.35930 8.23473 -4.51657
C 6.63192 7.17204 -4.98272
C 5.59792 6.94939 -4.10643
C 5.70180 7.91707 -3.07648
C 6.79620 8.69819 -3.35752
H 8.18014 8.61659 -4.95797
H 6.91300 6.66662 -5.89434
H 4.84838 6.17605 -4.19745
H 5.04783 8.03016 -2.22415
H 7.22232 9.54058 -2.83370
N -9.22138 0.80538 7.02758
C -10.58468 0.73853 6.91711
C -11.12899 1.53701 7.89353
C -10.05474 2.11158 8.61636
C -8.88976 1.64465 8.05817
H -8.56463 0.31460 6.44131
H -11.04858 0.12903 6.15621
H -12.18375 1.69135 8.06720
H -10.12573 2.79214 9.45215
H -7.85618 1.83568 8.30541
```

Mulliken atomic charge list, values in e, 99 entries: atom 1 (N): -0.455, atom 2 (C): 0.352, atom 3 (O): -0.104, atom 4 (C): 0.439, atom 5 (N): 0.003, atom 6 (C): -0.302, atom 7 (C): -0.475, atom 8 (C): -0.267, atom 9 (C): 0.372, atom 10 (C): -0.917, atom 11 (C): -0.294, atom 12 (C): -0.588, atom 13 (Cl): -0.188, atom 14 (H): 0.294, atom 15 (H): 0.385, atom 16 (H): 0.354, atom 17 (H): 0.371, atom 18 (H): 0.296, atom 19 (H): 0.455, atom 20 (H): 0.365, atom 21 (H): 0.090, atom 22 (H): 0.384, atom 23 (H): 0.319, atom 24 (N): 0.206, atom 25 (C): -0.679, atom 26 (C): -0.280, atom 27 (C): -0.605, atom 28 (C): -0.500, atom 29 (H): 0.233, atom 30 (H): 0.432, atom 31 (H): 0.448, atom 32 (H): 0.418, atom 33 (H): 0.409, atom 34 (N): 0.054, atom 35 (C): -0.758, atom 36 (C): -0.156, atom 37 (C): -0.338, atom 38 (C): -0.932, atom 39 (H): 0.218, atom 40 (H): 0.379, atom 41 (H): 0.492, atom 42 (H): 0.523, atom 43 (H): 0.495, atom 44 (N): 0.197, atom 45 (C): -0.515, atom 46 (C): -0.686, atom 47 (C): -0.591, atom 48 (C): -0.352, atom 49 (H): 0.223, atom 50 (H): 0.381, atom 51 (H): 0.612, atom 52 (H): 0.408, atom 53 (H): 0.369, atom 54 (N): 0.067, atom 55 (C): -0.657, atom 56 (C): -0.249, atom 57 (C): -0.620, atom 58 (C): -0.519, atom 59 (H): 0.230, atom 60 (H): 0.389, atom 61 (H): 0.481, atom 62 (H): 0.431, atom 63 (H): 0.421, atom 64 (N): 0.277, atom 65 (C): -0.500, atom 66 (C): -0.527, atom 67 (C): -0.539, atom 68 (C): -0.517, atom 69 (H): 0.210, atom 70 (H): 0.410, atom 71 (H): 0.398, atom 72 (H): 0.406, atom 73 (H): 0.404, atom 74 (N): 0.020, atom 75 (C): -0.504, atom 76 (C): -0.405, atom 77 (C): -0.449, atom 78 (C): -0.483, atom 79 (H): 0.210, atom 80 (H): 0.369, atom 81 (H): 0.385, atom 82 (H): 0.399, atom 83 (H): 0.454, atom 84 (N): 0.022, atom 85 (C): -0.806, atom 86 (C): -0.023, atom 87 (C): -0.721, atom 88 (C): -0.409, atom 89 (H): 0.188, atom 90 (H): 0.365, atom 91 (H): 0.665, atom 92 (H): 0.367, atom 93 (H): 0.368, atom 94 (N): -0.009, atom 95 (C): -0.422, atom 96 (C): -0.459, atom 97 (C): -0.440, atom 98 (C): -0.441, atom 99 (H): 0.263